Entry 1:
Entry from the OMol25 dataset: one molecule with the formula C13H23N3O2 (ωB97M-V/def2-TZVPD).

Cartesian coordinates (Å):
O (2.240, 2.720, 1.065)
O (0.055, -0.076, -1.033)
N (-2.730, 0.375, -0.487)
N (2.379, 0.679, 0.066)
N (0.385, 1.873, 0.081)
C (-4.082, 0.645, -0.940)
C (-2.707, 0.106, 0.940)
C (3.772, 0.412, 0.350)
C (4.187, -1.952, 0.056)
C (4.567, 0.204, -0.958)
C (5.131, -1.220, -0.894)
C (-3.540, -1.133, 1.251)
C (-4.965, -0.575, -0.698)
C (-4.976, -0.927, 0.784)
C (-0.372, 0.980, -0.617)
C (-1.809, 1.428, -0.851)
C (3.921, -0.904, 1.132)
C (1.759, 1.796, 0.450)
H (4.133, 1.270, 0.922)
H (3.888, 0.306, -1.806)
H (1.840, -0.013, -0.446)
H (5.182, -1.686, -1.876)
H (-3.095, 0.969, 1.515)
H (3.033, -1.116, 1.726)
H (4.777, -0.835, 1.803)
H (-0.040, 2.735, 0.396)
H (-4.047, 0.868, -2.010)
H (-4.512, 1.522, -0.420)
H (3.259, -2.207, -0.458)
H (5.354, 0.946, -1.070)
H (-3.105, -1.983, 0.724)
H (-1.670, -0.064, 1.241)
H (-2.013, 2.375, -0.314)
H (-5.976, -0.367, -1.054)
H (-5.564, -1.830, 0.956)
H (-1.912, 1.614, -1.925)
H (-4.562, -1.414, -1.267)
H (-3.506, -1.334, 2.323)
H (4.621, -2.865, 0.459)
H (-5.434, -0.113, 1.352)
H (6.136, -1.206, -0.470)

Summary:
Energy above the lowest of the compared OMol25 structures with the same formula, charge and spin (kcal/mol): 0.0
Frontier orbital gap (eV): 9.7898
Max |F| (hartree/bohr): 0.0096
Structure (SMILES): O=C(CN1CCCCC1)NC(=O)NC1CCCC1

Entry 2:
Entry from the OMol25 dataset: one molecule with the formula C5H7N3 (ωB97M-V/def2-TZVPD).

Cartesian coordinates (Å):
N (-0.970, -0.217, -0.395)
N (0.507, 0.035, 0.066)
N (-4.121, 0.042, 0.728)
C (1.144, 0.641, -0.880)
C (-1.547, -0.305, 0.970)
C (2.409, 1.097, -0.537)
C (-1.170, -1.568, 0.247)
C (-2.939, 0.022, 0.883)
H (-0.173, -1.949, 0.539)
H (-0.762, -0.157, 1.703)
H (3.183, 0.572, -1.256)
H (2.787, 0.864, 0.427)
H (2.763, 2.149, -0.474)
H (0.714, 0.997, -1.807)
H (-1.824, -2.223, -0.214)

Summary:
Energy above the lowest of the compared OMol25 structures with the same formula, charge and spin (kcal/mol): 114.3
Frontier orbital gap (eV): 11.0952
Max |F| (hartree/bohr): 0.1332
Structure (SMILES): C/C=N/N1C[C@@H]1C#N

Entry 3:
Entry from the OMol25 dataset: C7H4N2O5SZn as an isolated structure (ωB97M-V/def2-TZVPD).

Cartesian coordinates (Å):
Zn (-0.149, -0.279, -1.812)
S (-3.276, -0.961, -2.897)
O (-1.465, 3.438, -2.672)
O (3.434, -1.020, -0.321)
O (-2.202, 1.323, -2.749)
O (1.750, -0.689, -1.767)
O (-0.122, 1.789, -1.846)
N (-1.202, 2.251, -2.392)
N (-0.013, -0.629, 0.260)
C (0.793, -0.431, 2.892)
C (-1.970, 0.004, -2.580)
C (-0.558, -0.449, 2.563)
C (1.728, -0.539, 1.878)
C (1.285, -0.639, 0.569)
C (-0.917, -0.546, 1.234)
C (2.264, -0.798, -0.599)
H (-1.955, -0.554, 0.921)
H (1.108, -0.335, 3.923)
H (2.791, -0.551, 2.068)
H (-1.322, -0.384, 3.326)

Summary:
Charge: -1
Energy above the lowest of the compared OMol25 structures with the same formula, charge and spin (kcal/mol): 8.7
Frontier orbital gap (spin up / spin down) (eV): 5.2067 / 7.1364
Max |F| (hartree/bohr): 0.0139
2S+1: 2

Entry 4:
Entry from the OMol25 dataset: C60H59ClN7O5S2Ti as an isolated structure (ωB97M-V/def2-TZVPD).

Cartesian coordinates (Å):
Ti (-0.360, -1.038, 1.300)
Cl (-2.849, -4.368, -4.869)
S (-0.017, 1.462, -0.261)
S (0.997, 0.389, -3.207)
O (-1.545, -0.019, 2.080)
O (4.199, 3.232, -0.299)
O (3.536, -3.646, 1.566)
O (3.763, 2.123, 3.308)
O (-0.097, -1.799, -0.375)
N (2.678, -1.319, 0.534)
N (-1.704, 2.925, -1.749)
N (4.284, 0.259, -0.244)
N (-2.225, -2.309, 1.018)
N (-0.283, -2.748, 2.567)
N (-1.170, 1.676, -4.131)
N (2.728, 0.836, 1.356)
C (-2.640, -2.772, 2.272)
C (-3.767, 5.466, -0.227)
C (2.707, 1.320, 3.669)
C (5.222, 2.512, 0.215)
C (-4.126, -3.606, 3.948)
C (-2.127, -2.610, -1.336)
C (3.189, -2.296, -0.323)
C (-0.370, 1.370, -3.025)
C (6.236, 3.271, 0.808)
C (7.409, 1.286, 1.474)
C (3.264, -2.132, -1.704)
C (-3.473, 4.161, -0.598)
C (-3.021, 0.384, 3.923)
C (1.026, -0.236, 2.807)
C (7.315, 2.671, 1.426)
C (3.443, 2.748, -1.424)
C (-2.054, -3.552, -3.545)
C (-0.739, -2.354, -1.382)
C (0.697, -3.839, 4.466)
C (-5.076, 5.934, -0.239)
C (-4.518, 3.328, -0.996)
C (-5.823, 3.791, -1.013)
C (-1.753, 3.709, -2.961)
C (4.019, -4.560, -0.623)
C (0.805, -3.170, 3.273)
C (-1.609, 2.197, 2.944)
C (-3.518, 1.203, 1.599)
C (3.718, -4.926, 2.129)
C (-2.113, 2.777, -4.085)
C (4.321, 2.951, 4.300)
C (4.087, -4.363, -2.001)
C (-3.941, -3.053, 2.686)
C (-2.061, 3.634, -0.541)
C (-4.010, -0.314, -6.911)
C (-0.815, 1.219, -5.460)
C (-1.716, -3.701, 4.327)
C (-2.822, -2.603, -0.071)
C (-0.034, -2.749, -2.529)
C (-2.160, -1.761, -7.373)
C (-1.803, 0.283, -6.125)
C (6.398, 0.529, 0.914)
C (2.240, 1.196, 4.959)
C (-0.741, 1.908, -1.746)
C (-2.773, -3.197, -2.434)
C (-1.530, -3.065, 3.070)
C (3.206, -0.146, 0.546)
C (-3.043, -3.926, 4.753)
C (-1.319, -0.892, -6.693)
C (-0.559, -4.084, 5.039)
C (0.598, -0.364, 4.144)
C (-3.163, 0.559, -6.245)
C (-3.512, -1.476, -7.482)
C (5.299, 1.112, 0.285)
C (1.176, 0.323, 5.188)
C (-0.677, -3.335, -3.594)
C (2.115, 0.602, 2.607)
C (-2.425, 0.945, 2.635)
C (3.587, -3.539, 0.211)
C (-6.108, 5.098, -0.632)
C (3.717, -3.148, -2.541)
H (-3.575, 1.466, -5.824)
H (-3.831, -3.424, -2.375)
H (3.008, -5.647, 1.716)
H (-0.235, -1.018, 4.372)
H (-0.884, 1.977, 3.730)
H (8.249, 0.803, 1.956)
H (-4.292, 2.312, -1.297)
H (-3.747, 1.096, 4.324)
H (0.799, 0.194, 6.197)
H (-4.253, 0.395, 1.611)
H (3.748, -2.985, -3.611)
H (-3.205, -4.374, 5.727)
H (2.691, 1.741, 5.776)
H (4.644, -0.494, -0.812)
H (-1.760, -2.674, -7.795)
H (-1.361, 4.457, -0.327)
H (1.762, -2.910, 2.843)
H (-6.624, 3.131, -1.323)
H (0.140, 0.706, -5.376)
H (-4.175, -2.160, -7.997)
H (-2.959, 6.123, 0.076)
H (-0.781, 4.186, -3.157)
H (-0.654, -4.578, 5.997)
H (-0.118, -3.636, -4.471)
H (8.088, 3.287, 1.867)
H (3.531, -4.815, 3.195)
H (-4.035, 2.146, 1.793)
H (-5.131, -3.793, 4.307)
H (-2.241, 0.232, 4.669)
H (3.023, 3.639, -1.887)
H (2.633, 2.092, -1.122)
H (-7.128, 5.459, -0.645)
H (3.564, 3.602, 4.748)
H (3.252, 1.695, 1.332)
H (-3.141, 2.427, -3.935)
H (4.097, 2.238, -2.132)
H (4.738, -5.293, 1.976)
H (-3.070, 1.247, 0.605)
H (5.075, 3.555, 3.801)
H (2.906, -1.197, -2.120)
H (-0.657, 2.095, -6.106)
H (-2.078, 3.307, -5.044)
H (4.796, 2.361, 5.090)
H (6.426, -0.554, 0.971)
H (-1.958, 2.933, 0.282)
H (-5.285, 6.956, 0.054)
H (-2.268, 3.000, 3.284)
H (-0.268, -1.131, -6.587)
H (-5.065, -0.083, -6.987)
H (-4.785, -2.809, 2.054)
H (4.313, -5.513, -0.208)
H (-3.819, -3.051, -0.051)
H (-2.509, 4.488, -2.861)
H (1.029, -2.578, -2.555)
H (1.603, -4.139, 4.977)
H (-3.527, -0.563, 3.740)
H (6.142, 4.348, 0.758)
H (-1.059, 2.521, 2.063)
H (4.428, -5.170, -2.638)

Summary:
Charge: -1
Energy above the lowest of the compared OMol25 structures with the same formula, charge and spin (kcal/mol): 45.1
Frontier orbital gap (spin up / spin down) (eV): 5.0337 / 6.7299
Max |F| (hartree/bohr): 0.0185
2S+1: 3

Entry 5:
Entry from the OMol25 dataset: a 2-piece molecular cluster, C3H5F4NO2S overall (ωB97M-V/def2-TZVPD).

Cartesian coordinates (Å):
S (-0.303, 1.765, -0.243)
F (-4.469, 0.924, -0.509)
F (-1.861, -0.785, 0.998)
F (-2.347, -1.365, -1.095)
F (-4.152, -0.017, 1.459)
O (-0.055, 2.263, -1.618)
O (-0.675, 2.681, 0.739)
N (0.974, 0.810, 0.169)
C (0.917, 0.401, 1.556)
C (-2.564, -0.508, -0.178)
C (-4.078, -0.162, 0.135)
H (1.916, 0.163, 1.932)
H (0.327, -0.574, 1.643)
H (0.290, 1.112, 1.991)
H (-4.802, -0.991, -0.190)
H (0.868, 0.061, -0.559)

Summary:
Energy above the lowest of the compared OMol25 structures with the same formula, charge and spin (kcal/mol): 110.2
Frontier orbital gap (spin up / spin down) (eV): 8.3087 / 8.3492
Max |F| (hartree/bohr): 0.1129

Entry 6:
Entry from the OMol25 dataset: a 10-piece molecular cluster, C36H96N4O20 overall (ωB97M-V/def2-TZVPD).

Cartesian coordinates (Å):
O (15.768, 16.295, -24.002)
O (19.359, 18.263, -28.048)
O (19.732, 25.066, -29.193)
O (18.008, 16.598, -25.641)
O (25.332, 14.474, -27.982)
O (18.884, 16.465, -19.740)
O (18.349, 12.779, -23.654)
O (13.807, 22.232, -28.585)
O (13.651, 14.551, -23.479)
O (20.438, 19.918, -17.401)
O (22.836, 15.625, -27.416)
O (20.512, 17.892, -25.432)
O (15.481, 19.400, -24.168)
O (23.979, 12.984, -30.065)
O (22.929, 12.616, -23.695)
O (16.854, 14.164, -30.468)
O (17.851, 15.530, -28.270)
O (16.540, 11.919, -21.716)
O (21.946, 21.523, -26.344)
O (19.460, 20.325, -30.505)
N (15.926, 21.195, -27.133)
N (23.431, 12.277, -27.365)
N (20.211, 19.008, -20.145)
N (19.657, 22.149, -28.233)
C (19.841, 26.446, -28.881)
C (12.721, 22.555, -29.401)
C (13.824, 15.009, -24.810)
C (18.749, 24.478, -28.356)
C (16.439, 19.777, -25.175)
C (23.686, 12.107, -25.953)
C (24.197, 11.475, -28.297)
C (13.617, 22.126, -27.181)
C (25.011, 15.819, -28.380)
C (18.811, 17.239, -20.958)
C (20.162, 17.895, -21.107)
C (16.394, 15.450, -30.050)
C (20.731, 18.873, -16.487)
C (15.023, 22.166, -26.532)
C (14.682, 16.277, -24.911)
C (22.699, 11.278, -23.288)
C (16.435, 15.580, -28.553)
C (17.654, 15.808, -19.474)
C (19.565, 18.120, -29.495)
C (20.420, 16.476, -25.474)
C (16.049, 19.712, -22.893)
C (18.728, 19.170, -30.238)
C (19.076, 16.115, -24.869)
C (18.571, 23.009, -28.721)
C (18.687, 12.808, -22.282)
C (15.760, 19.863, -26.520)
C (19.555, 21.865, -26.805)
C (23.753, 11.620, -29.756)
C (21.472, 20.184, -18.330)
C (24.041, 16.362, -27.327)
C (20.660, 20.905, -26.363)
C (17.427, 12.981, -21.384)
C (23.719, 13.344, -31.433)
C (22.978, 20.582, -26.478)
C (21.479, 19.210, -19.503)
C (22.711, 12.885, -25.073)
H (19.613, 20.816, -29.674)
H (22.420, 10.554, -24.055)
H (12.914, 14.995, -23.048)
H (17.824, 14.856, -18.973)
H (24.713, 13.867, -28.406)
H (12.977, 21.304, -26.845)
H (24.311, 10.991, -30.457)
H (20.475, 16.172, -26.522)
H (12.836, 15.218, -25.233)
H (23.998, 14.392, -31.472)
H (16.872, 19.016, -22.699)
H (19.130, 24.538, -27.333)
H (15.354, 15.492, -30.410)
H (18.561, 23.019, -29.817)
H (15.660, 21.181, -28.112)
H (18.508, 18.653, -31.182)
H (24.726, 12.412, -25.761)
H (17.701, 12.934, -20.335)
H (20.322, 18.225, -22.135)
H (20.628, 18.143, -29.724)
H (15.416, 23.180, -26.533)
H (17.737, 19.383, -29.826)
H (14.743, 21.859, -25.518)
H (16.190, 12.154, -22.583)
H (22.757, 19.740, -25.810)
H (17.024, 15.557, -20.331)
H (20.568, 22.596, -28.290)
H (22.670, 13.091, -31.610)
H (17.606, 22.563, -28.482)
H (16.771, 16.267, -30.673)
H (22.696, 11.343, -29.862)
H (20.481, 20.522, -25.352)
H (18.326, 11.886, -24.005)
H (24.448, 15.723, -29.313)
H (21.199, 15.990, -24.888)
H (20.053, 26.580, -27.808)
H (20.951, 17.169, -20.881)
H (15.117, 16.391, -25.911)
H (23.806, 11.068, -25.603)
H (25.903, 16.417, -28.556)
H (21.972, 11.276, -22.475)
H (11.748, 22.473, -28.907)
H (23.599, 10.844, -22.844)
H (12.757, 21.805, -30.202)
H (24.246, 10.385, -28.136)
H (19.230, 11.920, -21.951)
H (21.767, 18.917, -16.155)
H (18.609, 16.514, -21.752)
H (17.762, 24.940, -28.465)
H (16.339, 20.760, -22.856)
H (23.105, 14.736, -27.138)
H (20.601, 20.000, -26.974)
H (16.947, 13.904, -21.718)
H (14.717, 19.538, -26.401)
H (21.151, 21.184, -18.650)
H (20.088, 18.166, -26.262)
H (25.252, 11.747, -28.202)
H (19.384, 13.646, -22.199)
H (22.467, 20.402, -17.930)
H (13.053, 22.999, -26.824)
H (18.875, 17.456, -27.822)
H (23.246, 20.190, -27.465)
H (16.880, 20.745, -24.925)
H (15.955, 16.542, -28.322)
H (21.926, 18.267, -19.140)
H (18.844, 26.887, -28.971)
H (15.853, 14.847, -27.995)
H (23.883, 21.060, -26.091)
H (20.677, 26.913, -29.390)
H (24.539, 16.354, -26.358)
H (19.052, 16.615, -23.889)
H (18.952, 15.051, -24.628)
H (23.841, 17.357, -27.735)
H (17.927, 15.484, -27.299)
H (14.292, 14.137, -25.271)
H (15.366, 16.462, -23.143)
H (19.210, 17.107, -29.700)
H (24.344, 12.703, -32.063)
H (14.125, 17.220, -24.859)
H (18.004, 17.976, -20.929)
H (22.264, 19.571, -20.178)
H (17.287, 19.089, -25.247)
H (17.792, 14.193, -30.230)
H (19.653, 22.808, -26.252)
H (16.122, 19.088, -27.200)
H (17.100, 16.519, -18.854)
H (20.103, 18.907, -15.590)
H (21.656, 12.599, -25.185)
H (15.315, 19.451, -22.129)
H (22.450, 12.012, -27.459)
H (20.370, 17.925, -16.903)
H (17.159, 16.430, -25.218)
H (22.884, 13.950, -25.214)
H (18.617, 21.408, -26.483)
H (12.795, 23.533, -29.887)
H (19.570, 18.750, -19.401)

Summary:
Energy above the lowest of the compared OMol25 structures with the same formula, charge and spin (kcal/mol): 41.0
Frontier orbital gap (eV): 8.7683
Max |F| (hartree/bohr): 0.0560
Structure (SMILES): COCCNCCOC.COCCNCCOC.COCCNCCOC.COCCNCCOC.OCCO.OCCO.OCCO.OCCO.OCCO.OCCO